Molecular formula: C22H17CuN8O2S
Method: DFT, wB97M-V/def2-TZVPD

Geometry (Å):
Cu  -0.002  0.179  -0.143
N  -1.935  1.655  3.258
C  -1.584  2.888  2.743
C  -1.792  4.187  3.190
C  -1.294  5.198  2.395
C  -0.617  4.927  1.196
C  -0.411  3.638  0.755
C  -0.902  2.606  1.551
N  -0.837  1.235  1.390
C  -1.487  0.701  2.405
C  -1.669  -0.730  2.588
C  -2.296  -1.358  3.626
S  -2.229  -3.050  3.426
C  -1.378  -2.810  1.946
N  -1.157  -1.577  1.636
H  -2.469  1.501  4.095
H  -2.320  4.395  4.112
H  -1.436  6.227  2.697
H  -0.259  5.759  0.604
H  0.082  3.411  -0.181
H  -2.802  -0.923  4.473
H  -1.065  -3.656  1.351
N  3.941  0.076  1.526
C  3.406  0.021  2.788
C  2.053  -0.017  2.617
N  1.760  0.010  1.285
C  2.911  0.068  0.647
C  2.909  0.120  -0.794
N  1.750  0.133  -1.416
C  2.013  0.174  -2.753
C  3.365  0.184  -2.943
N  3.923  0.147  -1.691
H  4.924  0.122  1.321
H  4.013  0.019  3.676
H  1.283  -0.061  3.369
H  1.222  0.206  -3.483
H  3.955  0.215  -3.842
H  4.911  0.149  -1.504
O  -2.067  1.363  -3.284
C  -1.515  0.757  -2.388
O  -0.936  1.287  -1.360
C  -1.445  -0.761  -2.454
C  -2.093  -1.469  -3.454
C  -1.973  -2.847  -3.476
C  -1.181  -3.468  -2.520
C  -0.564  -2.683  -1.562
N  -0.708  -1.362  -1.517
H  -2.670  -0.921  -4.186
H  -2.484  -3.436  -4.227
H  -1.040  -4.540  -2.516
H  0.079  -3.127  -0.811

Summary:
* strongest force on any atom: 0.7 eV Å⁻¹
* 2S+1: 2
* gap between HOMO and LUMO (spin up / spin down): 8.5 / 8.1 eV
* ΔE to the lowest compared entry with this formula, charge and spin: 7.2 kcal per mole
* highest occupied orbital energy (spin up / spin down): -11.045 / -11.039 eV
* net charge: +1
* electronic energy: -3475.67868 hartree
* LUMO energy (spin up / spin down): -0.0924 / -0.1088 Eh